No. 1
C4H14N | ωB97M-V/def2-TZVPD

Cartesian coordinates (Å):
C 2.390 -0.890 -0.837
N 2.201 0.432 -0.100
H 1.529 -0.850 -1.485
H 3.413 -1.158 -1.148
H 2.439 -1.665 -0.057
H 2.915 0.547 0.622
H 1.280 0.588 0.354
H 2.295 1.235 -0.727
C -1.340 -1.083 0.525
C -1.417 0.410 0.751
C -2.227 1.224 -0.241
H -2.303 -1.587 0.421
H -0.917 -1.628 1.371
H -0.716 -1.358 -0.341
H -0.377 0.798 0.755
H -1.835 0.690 1.723
H -2.454 2.241 0.067
H -1.723 1.373 -1.197
H -3.152 0.681 -0.456

Force components x, y, z for each atom (eV/Å):
C 0.14 -0.37 1.95
N 1.08 0.53 0.16
H 0.35 -1.13 -0.66
H -0.38 1.60 -1.09
H -1.54 0.11 -0.05
H -0.07 0.10 0.04
H 0.22 -0.78 -0.23
H 0.20 -0.12 -0.14
C 0.05 -0.89 0.05
C 0.24 0.86 0.39
C -0.10 -0.30 -1.03
H -0.14 0.40 -0.34
H 0.29 0.32 0.18
H -0.35 0.18 0.04
H -0.26 0.15 0.25
H 0.30 -0.54 0.14
H -0.11 -0.09 0.49
H 0.11 -0.34 -0.18
H -0.03 0.30 0.04

Computed properties:
- Frontier orbital gap: 10.997 eV
- Charge: +1
- Max |F|: 1.990 eV/A

Atomic partial charges in e from the Mulliken method, atoms 1 to 8:
1. C -0.75
2. N -0.20
3. H 0.36
4. H 0.33
5. H 0.33
6. H 0.41
7. H 0.05
8. H 0.42

---

No. 2
C4H14N | ωB97M-V/def2-TZVPD

Cartesian coordinates (Å):
C -2.185 -0.767 0.096
C -1.922 -1.412 1.549
H -1.600 -1.358 -0.593
H -3.244 -0.738 -0.145
H -1.982 0.329 0.141
H -2.631 -0.871 2.213
H -0.917 -1.395 1.974
H -2.154 -2.488 1.419
C 0.931 0.624 -0.941
C 1.051 1.313 0.421
N 2.425 0.431 -1.430
H 0.557 -0.404 -0.873
H 0.364 1.265 -1.640
H 1.829 0.933 1.085
H 0.210 0.910 0.986
H 2.879 -0.453 -1.178
H 2.476 0.479 -2.450
H 2.945 1.212 -1.029
H 0.969 2.389 0.396

Force components x, y, z for each atom (eV/Å):
C -0.90 -0.02 0.93
C 0.19 0.49 -0.09
H -0.18 -0.79 -0.20
H -0.36 -0.16 -0.96
H 0.06 -0.22 1.06
H 0.44 0.76 -0.28
H -0.02 -0.11 0.67
H 0.34 -0.13 -0.95
C 1.86 -0.03 0.56
C -1.28 -1.38 0.51
N -1.22 0.57 -0.71
H -0.11 0.42 -0.16
H 0.58 -0.62 -0.02
H 0.61 0.28 -0.51
H -0.50 0.56 0.13
H -0.28 0.12 0.37
H 0.16 0.16 -0.07
H 0.37 -0.10 -0.21
H 0.27 0.20 -0.04

Computed properties:
- Frontier orbital gap (spin up / spin down): 14.211 / 6.233 eV
- Multiplicity: 2
- Charge: +2
- Max |F|: 1.952 eV/A

Atomic partial charges in e from the Mulliken method, atoms 1 to 8:
1. C -0.56
2. C -0.51
3. H 0.32
4. H 0.40
5. H 0.30
6. H 0.36
7. H 0.36
8. H 0.36